(1)
2 unconnected molecules or ions with the total composition C33H62BrI2N2O7Si2, computed with ωB97M-V with the def2-TZVPD basis set.

Output
* HOMO energy: -11.4734 eV
* frontier orbital gap: 7.8 eV
* E_LUMO: -3.6 eV
* net charge: +1

The geometry in XYZ format:
```
109
Properties=species:S:1:pos:R:3:forces:R:3
C 1.419111 7.423525 -0.988352 -1.091 -0.996 -0.330
C 2.828198 6.997993 -1.709197 0.190 1.260 -0.556
O 3.878226 6.516008 -0.801384 -1.882 -1.289 0.144
C 3.530175 5.251965 -0.143937 0.824 -0.735 1.138
C 3.701911 3.908148 -1.074215 0.833 1.673 -0.132
O 2.439127 3.164121 -0.993131 1.039 -1.006 0.923
C 2.591158 1.737375 -0.881498 1.317 -0.131 -2.971
C 1.370194 0.827300 -0.192506 5.387 -0.557 1.366
C 2.239276 -0.595966 -0.328770 -0.393 -1.824 -0.573
C 3.035193 -1.095616 0.989436 1.080 -1.357 0.115
C 1.265375 1.546969 1.314871 -3.604 0.193 -0.596
I 2.992617 2.529859 2.260507 -0.247 -0.352 -1.059
C 0.535000 0.839286 2.560400 -0.260 -2.409 0.876
C 0.613142 1.492710 4.044146 -1.005 -0.884 0.991
C -0.030723 2.982151 4.253734 -3.328 2.489 6.337
O -0.802530 3.185040 5.360205 4.974 -1.765 -7.451
O 0.169655 4.181957 3.432465 0.878 -2.445 1.389
O 0.286415 2.601394 0.873969 1.399 -2.215 -1.953
C -0.531221 2.142880 -0.315383 -0.739 4.565 3.215
Br -2.266861 2.306404 0.771470 -0.086 -1.240 -0.766
I -0.781518 4.046905 -1.370699 0.617 -0.682 -0.549
N -0.029163 0.865180 -0.883664 -0.321 -1.802 1.895
C 0.119649 0.440300 -2.303045 1.422 -2.044 -5.861
C -0.526597 1.251004 -3.538453 -0.291 0.584 -1.758
C 0.507363 2.247214 -4.370825 -0.886 -0.103 -1.039
C 1.726943 1.470176 -5.144145 0.474 0.629 0.379
C 3.074090 2.404538 -4.934316 0.414 -0.721 -0.364
C 4.491774 1.587584 -5.013195 0.470 1.224 1.108
C 5.684613 2.746402 -4.825225 -0.572 0.764 0.263
C 6.481863 2.613815 -3.384909 0.526 0.645 -0.831
O 7.144948 3.924575 -3.075024 1.112 -1.969 -0.218
C 8.558168 3.653104 -2.694875 0.049 -0.198 0.635
C -1.075034 -0.213829 -0.485579 -3.832 -5.202 2.865
C -0.824363 -1.418705 0.584147 -3.819 1.059 -2.757
C -2.077737 -2.408609 0.720405 0.321 3.303 -2.597
C -3.365159 -2.126855 -0.178683 0.406 -0.591 0.739
N -3.715033 -1.062311 -1.150554 7.376 -0.654 4.001
C -2.536414 -0.197519 -1.230308 0.391 0.578 0.143
H 0.556821 6.856108 -1.588449 1.707 1.295 1.350
H 1.319590 7.062072 0.133471 0.420 0.789 -2.348
H 1.153742 8.563279 -1.041083 0.870 -2.216 0.090
H 3.257650 7.996011 -2.203394 -0.708 -2.403 1.084
H 2.710408 6.205467 -2.564385 -0.181 1.454 1.576
H 2.466897 5.210188 0.341217 1.761 0.290 -1.129
H 4.301535 5.125083 0.758633 -1.634 0.568 -2.021
H 4.635416 3.301825 -0.674757 -2.054 0.955 -0.890
H 3.926629 4.305068 -2.177653 -0.505 -1.219 2.226
H 3.624952 1.389086 -0.385818 -2.536 0.970 -0.403
H 2.820797 1.429445 -2.016674 -0.960 -0.058 2.236
H 3.064710 -0.546912 -1.193251 -2.020 0.408 1.866
H 1.562204 -1.503347 -0.708460 1.202 2.066 1.006
H 3.791618 -1.942466 0.608406 -1.724 1.850 0.722
H 3.754000 -0.298406 1.493966 -1.914 -1.528 -1.025
H 2.372806 -1.679327 1.794268 1.357 1.648 -1.715
H -0.627871 0.600633 2.421432 2.624 0.856 -0.342
H 1.020502 -0.245161 2.691001 -0.877 2.390 -0.188
H 1.643873 1.321564 4.625342 -2.172 0.955 -1.630
H -0.115430 0.783389 4.685953 1.438 1.868 -1.459
H 1.034692 4.650338 3.630918 -1.332 -1.136 -0.083
H -0.231430 -0.703010 -2.444039 0.470 2.960 0.931
H 1.233234 0.260030 -2.703552 -2.013 1.104 1.724
H -1.490852 1.875544 -3.344607 1.780 -1.289 0.076
H -0.851967 0.443556 -4.359850 0.737 1.553 2.040
H -0.165717 2.727897 -5.232519 1.334 -0.947 2.011
H 0.913897 3.145038 -3.746113 -0.747 -1.891 -0.920
H 1.517166 1.422120 -6.293712 0.285 -0.016 2.223
H 1.880356 0.343106 -4.786312 -0.230 2.422 -0.534
H 3.069848 3.198816 -5.793348 0.009 -1.305 1.745
H 3.080093 2.968688 -3.882236 -0.212 -1.227 -2.280
H 4.658058 0.977523 -5.997843 -0.499 1.094 2.023
H 4.561676 0.914480 -4.033104 -0.200 0.985 -2.290
H 6.407328 2.792188 -5.760913 -1.278 -0.290 2.194
H 5.158027 3.817409 -4.796068 1.111 -2.292 -0.056
H 5.768626 2.406898 -2.468646 1.248 0.020 -1.998
H 7.335663 1.818562 -3.507730 -1.878 1.200 0.489
H 9.098201 3.118434 -3.585281 -0.913 0.840 1.785
H 8.511501 2.988835 -1.715212 0.468 1.126 -2.062
H 9.167168 4.623690 -2.424616 -1.690 -1.720 -0.709
H 0.166122 -1.542007 1.176232 -2.076 0.223 -1.234
H -2.027664 -3.329451 1.450074 -0.248 2.109 -1.739
H -4.241048 -2.932478 -0.052633 2.165 1.996 -0.240
H -2.698682 0.732458 -1.964816 0.438 -2.289 1.773
O -5.573066 -5.743482 2.772265 -0.082 -0.100 0.324
Si -6.078188 -7.258269 2.217765 -0.211 -0.127 0.374
C -7.940845 -7.425735 2.444692 0.364 0.324 0.124
C -5.217234 -8.610382 3.207341 -0.103 0.296 -0.080
C -5.707581 -7.570656 0.404014 0.142 0.464 0.175
Si -5.631721 -4.929709 4.253323 -0.337 -0.536 0.107
C -4.873521 -3.213009 4.209830 -0.002 -0.154 -0.284
C -4.703031 -5.925005 5.557467 -0.126 0.180 -0.299
C -7.426324 -4.737390 4.792350 0.350 -0.067 -0.026
H -8.201740 -7.443286 3.507278 -0.052 0.000 -0.128
H -8.300767 -8.348725 1.990757 -0.005 -0.042 -0.033
H -8.457687 -6.582070 1.975760 -0.029 -0.107 0.061
H -4.133483 -8.465888 3.184231 -0.035 -0.082 0.050
H -5.444970 -9.598979 2.792713 0.027 0.148 0.032
H -5.546471 -8.597099 4.249875 0.080 -0.054 -0.059
H -4.633925 -7.528000 0.205540 -0.031 0.011 -0.072
H -6.212372 -6.841016 -0.234753 0.067 -0.042 -0.028
H -6.061647 -8.567003 0.119136 0.006 0.106 0.142
H -3.816556 -3.254421 3.938098 0.028 0.073 -0.018
H -4.947551 -2.745514 5.202731 -0.029 -0.213 -0.225
H -5.395406 -2.570413 3.497091 0.062 0.044 0.003
H -5.214811 -6.866832 5.763939 0.076 0.009 0.028
H -4.635371 -5.361691 6.494864 -0.010 -0.057 -0.122
H -3.689512 -6.147900 5.213315 -0.019 -0.048 0.087
H -7.873706 -5.710352 5.012475 -0.025 0.109 -0.022
H -8.011913 -4.252637 4.010414 -0.086 -0.002 0.008
H -7.487579 -4.123280 5.699770 0.017 -0.097 -0.150
```
Forces are in eV/Å.


(2)
2 unconnected molecules or ions with the total composition C2H9N4, computed with ωB97M-V with the def2-TZVPD basis set.

Output
* HOMO energy: -13.2885 eV
* frontier orbital gap: 8.7 eV
* E_LUMO: -4.6 eV
* net charge: +1

The geometry in XYZ format:
```
15
Properties=species:S:1:pos:R:3:forces:R:3
C 0.350936 -0.165807 0.066149 -0.495 0.286 0.229
C 1.327428 -0.927319 -0.813451 -3.058 -1.724 -0.327
N -2.665249 1.983006 1.705577 1.147 -1.531 0.571
N 1.020447 -2.132241 -1.336969 2.879 -0.607 -1.474
N 2.405363 -0.277121 -1.087273 3.295 1.243 0.246
N -0.832887 -0.564180 0.181064 0.046 -0.355 -0.206
H 0.761722 0.737099 0.560987 -0.054 -0.398 -0.296
H -3.420777 1.387945 2.015327 0.017 0.350 0.554
H -2.343814 2.667252 2.360367 -0.064 -0.183 1.007
H 1.825842 -2.599082 -1.920365 -2.250 1.249 1.471
H -3.001888 2.530130 0.987689 -1.017 1.154 -2.213
H 2.581127 0.642462 -0.669051 -0.687 -0.509 0.037
H 3.325404 -0.624351 -1.394122 -1.096 -0.472 -0.365
H 0.127721 -2.663868 -1.430889 0.759 1.381 0.956
H -1.461375 0.006074 0.774960 0.579 0.117 -0.191
```
Forces are in eV/Å.


(3)
A molecular structure, C5H6NO, computed with ωB97M-V with the def2-TZVPD basis set.

Output
* HOMO energy: -15.8737 eV
* frontier orbital gap: 8.5 eV
* E_LUMO: -7.4 eV
* net charge: +1

The geometry in XYZ format:
```
13
Properties=species:S:1:pos:R:3:forces:R:3
C 0.629367 3.001111 1.209609 -0.027 -0.914 0.019
C 0.230035 1.830730 0.668108 -0.531 -3.177 -0.933
C -0.466381 0.438569 -0.563047 -0.601 -0.219 0.284
C -0.958701 -0.574329 -1.512023 3.162 1.236 0.841
C 0.868564 -0.814637 1.235617 -0.279 0.000 0.669
N 0.227746 0.219655 0.507078 0.619 4.466 0.703
O -0.596463 1.762093 -0.485305 -0.403 0.404 -1.049
H -1.116204 -1.452113 -1.009017 -0.933 -2.114 1.730
H -0.100858 -0.879014 -2.088658 0.554 0.274 -0.770
H -1.728468 -0.355400 -2.125658 -2.498 1.167 -1.821
H 1.286132 -1.542596 0.592593 0.901 -0.461 -0.938
H 0.098620 -1.364205 1.766358 0.174 0.224 0.885
H 1.626610 -0.269864 1.804347 -0.139 -0.887 0.380
```
Forces are in eV/Å.


(4)
A gas-phase ion, C7H13N4 (charge +1), computed with ωB97M-V with the def2-TZVPD basis set.

Output
* HOMO energy: -12.8834 eV
* frontier orbital gap: 9.0 eV
* SMILES: C=C1C(=N/C)/C(=N/C)N[N@@H+]1C
* E_LUMO: -3.9 eV
* net charge: +1

The geometry in XYZ format:
```
24
Properties=species:S:1:pos:R:3:forces:R:3
C -0.886114 -0.807369 -0.279580 3.413 -2.791 0.400
C 0.431375 -1.688108 0.423553 -2.898 2.511 -0.876
C -0.578115 0.602104 0.092971 -0.730 -0.986 0.787
C 0.754401 -2.944896 0.501343 -2.150 0.304 -0.495
C -2.669402 -0.705787 -1.680882 0.720 1.452 -0.599
C -0.954478 2.997252 0.222149 -0.249 -1.454 -2.476
C 2.394718 -0.325856 0.219104 3.911 -0.497 0.466
N -1.667860 -1.417324 -1.039014 2.174 -1.298 2.672
N -1.213418 1.594380 -0.327012 0.471 1.747 0.245
N 0.366223 0.517029 1.185104 -1.438 -0.791 -0.417
N 1.230891 -0.633699 1.046526 0.585 0.308 2.210
H 1.474109 -3.414993 1.091679 1.364 -0.450 0.628
H -0.028020 -3.527028 0.064890 -0.067 -0.861 -0.476
H -3.600443 -0.960198 -1.245628 -1.133 -0.010 -0.012
H -2.517341 -0.994365 -2.674164 -0.931 -0.660 -1.868
H -2.341338 0.310078 -1.650119 -1.186 1.101 0.031
H 0.055338 3.314188 -0.046431 0.189 -0.103 0.691
H -1.253526 2.950155 1.225022 0.206 0.358 1.716
H -1.597489 3.723500 -0.283924 -0.107 -0.491 -0.034
H 2.206259 0.316430 -0.597458 -1.017 1.231 -0.484
H 3.213007 0.195199 0.913106 -1.564 -1.440 -1.736
H 2.726108 -1.233726 -0.392770 0.012 0.853 1.755
H 0.838561 1.369423 1.288607 1.385 1.165 0.460
H 1.563200 -0.939459 2.065714 -0.959 0.802 -2.589
```
Forces are in eV/Å.


(5)
C5H7NO in the gas phase, computed with ωB97M-V with the def2-TZVPD basis set.

Output
* HOMO energy: -8.8060 eV
* frontier orbital gap: 9.7 eV
* SMILES: C[C@]12N[C@H]1CC2=O
* E_LUMO: 0.9 eV
* net charge: 0

The geometry in XYZ format:
```
14
Properties=species:S:1:pos:R:3:forces:R:3
C -1.932284 -0.096476 0.154951 0.015 0.056 -0.086
C -0.433558 -0.122517 0.091476 -0.411 -0.969 -0.911
N 0.275193 -0.946802 1.022073 -0.186 -0.250 -0.057
C 0.966610 0.314852 1.049688 -0.966 0.410 -0.550
C 1.768943 0.359098 -0.264527 -0.029 0.082 -0.164
C 0.452556 0.226833 -1.043428 -0.091 -0.333 -0.485
O 0.163847 0.513733 -2.177731 0.025 0.237 0.137
H -2.372657 0.693417 -0.456521 0.152 -0.046 0.029
H -2.322382 -0.031465 1.176173 0.288 0.029 -0.139
H -2.253671 -1.063395 -0.250314 -0.114 0.142 0.050
H 0.779838 -1.639460 0.475141 0.350 -0.057 0.475
H 0.073835 1.047907 1.027373 1.334 0.569 1.427
H 2.435700 -0.505003 -0.374851 -0.131 0.193 0.279
H 2.329033 1.266566 -0.500576 -0.236 -0.064 -0.005
```
Forces are in eV/Å.


(6)
A molecular structure, C31H38N2P2PtSe3Si2Te, computed with ωB97M-V with the def2-TZVPD basis set.

Output
* HOMO energy: -0.0213 eV
* frontier orbital gap: 4.2 eV
* E_LUMO: 4.1 eV
* net charge: -2

The geometry in XYZ format:
```
80
Properties=species:S:1:pos:R:3:forces:R:3
Pt 0.278289 -0.041850 -0.950994 -1.147 -0.116 1.070
C 1.666064 -4.585915 -0.324354 -0.178 0.015 -0.069
Si 0.068233 -3.733896 -0.864023 0.132 0.141 -0.442
C -0.040840 -3.620906 -2.738881 0.115 -0.218 0.211
C -1.364927 -4.857819 -0.292701 0.117 0.085 0.066
N -0.044623 -2.146134 -0.248886 -0.372 0.340 0.180
P -0.174721 -1.491923 1.209758 0.731 -0.172 -0.052
C 0.689052 -0.009189 1.243666 -1.213 0.029 -0.706
P -0.025180 1.551211 1.205971 0.587 0.099 -0.020
N 0.082453 2.195995 -0.254464 -0.331 -0.239 0.316
Si 0.073808 3.776736 -0.885247 0.176 -0.133 -0.432
C -0.613414 5.076490 0.319102 0.059 -0.148 0.019
C 1.827767 4.336791 -1.333535 -0.284 0.038 -0.029
C -0.997866 3.812132 -2.441995 0.147 0.096 0.141
C -1.722001 1.788056 1.831247 -0.025 -0.115 0.131
C -2.006697 1.675718 3.190310 -0.035 -0.045 -0.087
C -3.284745 1.926491 3.663567 -0.054 -0.043 0.078
C -4.297733 2.261533 2.775557 -0.057 0.003 -0.063
C -4.027480 2.344465 1.416686 -0.048 -0.012 0.005
C -2.743202 2.112980 0.946119 0.004 0.020 -0.027
C 0.959827 2.605706 2.342783 0.163 0.076 0.092
C 2.341769 2.430026 2.220014 -0.007 -0.004 0.016
C 3.225849 3.227335 2.926204 0.017 0.070 0.073
C 2.741867 4.211152 3.781604 0.008 -0.030 -0.049
C 1.373878 4.393377 3.912543 0.050 0.126 0.120
C 0.487354 3.601980 3.193892 0.013 -0.119 -0.138
C -1.935321 -1.570006 1.683019 -0.054 0.138 0.102
C -2.347295 -1.654832 3.010369 0.015 0.056 -0.142
C -3.690613 -1.806823 3.319079 -0.038 0.013 0.105
C -4.635170 -1.844094 2.303824 -0.061 0.022 -0.027
C -4.233891 -1.725592 0.979625 -0.021 0.007 -0.003
C -2.889006 -1.593591 0.669161 -0.023 -0.049 -0.012
C 0.606766 -2.649007 2.394429 0.056 -0.078 0.075
C -0.022722 -3.786897 2.899513 0.069 0.145 -0.058
C 0.687265 -4.703919 3.660423 -0.062 -0.072 0.034
C 2.037721 -4.502189 3.911120 0.011 0.002 -0.005
C 2.678630 -3.385432 3.390935 -0.012 -0.092 0.057
C 1.967101 -2.463168 2.637865 0.025 0.031 0.036
H 1.834653 -5.494535 -0.912391 0.002 -0.010 0.018
H 1.619890 -4.868003 0.731993 -0.001 -0.004 -0.008
H 2.525071 -3.923313 -0.458438 -0.034 0.055 -0.065
H 0.040764 -4.612591 -3.199667 -0.003 0.008 0.032
H 0.758576 -2.990634 -3.135913 -0.008 0.038 0.039
H -0.987414 -3.171610 -3.044591 0.003 0.032 0.025
H -1.473844 -5.706856 -0.975098 0.034 0.002 -0.004
H -2.318153 -4.323763 -0.263959 0.014 0.025 -0.037
H -1.174988 -5.257814 0.707308 -0.021 -0.004 -0.011
H 0.132437 5.335125 1.073992 -0.010 0.023 0.005
H -1.499172 4.701933 0.840239 -0.017 0.036 -0.023
H -0.892621 5.990487 -0.213691 0.023 -0.015 -0.043
H 2.471157 4.331321 -0.449587 -0.020 -0.020 0.020
H 1.825400 5.350510 -1.750932 -0.011 -0.005 0.030
H 2.276633 3.667731 -2.070576 -0.024 -0.047 0.018
H -2.063460 3.808929 -2.191348 0.003 0.003 0.025
H -0.798195 2.926965 -3.050690 0.047 -0.027 0.039
H -0.793697 4.701281 -3.048583 -0.032 0.019 0.044
H -1.212237 1.397154 3.874405 -0.031 0.010 0.034
H -3.497472 1.851886 4.724027 0.012 -0.018 -0.004
H -5.304115 2.447437 3.133124 0.024 0.002 0.050
H -4.822294 2.594379 0.723432 0.017 -0.010 -0.013
H -2.511936 2.189123 -0.110994 0.019 -0.023 0.017
H 2.708360 1.649735 1.561952 0.011 -0.015 0.009
H 4.294303 3.085754 2.815968 -0.015 -0.036 -0.037
H 3.432443 4.836603 4.335848 -0.017 -0.001 0.015
H 0.999523 5.166648 4.574965 -0.045 -0.021 -0.022
H -0.578066 3.770985 3.284685 0.012 0.046 0.019
H -1.602712 -1.621250 3.797229 -0.033 -0.018 0.051
H -4.000492 -1.900219 4.354123 -0.004 0.031 -0.009
H -5.687270 -1.960666 2.538741 0.016 -0.004 0.033
H -4.972690 -1.750627 0.186933 0.017 0.018 -0.006
H -2.551082 -1.526246 -0.359482 0.002 0.007 0.013
H -1.070413 -3.952765 2.682780 -0.019 -0.058 0.048
H 0.187482 -5.584193 4.050029 0.006 0.010 -0.002
H 2.590579 -5.222548 4.503688 0.010 0.001 -0.017
H 3.738957 -3.245552 3.562711 -0.006 0.049 -0.029
H 2.455480 -1.594133 2.211070 -0.009 -0.004 -0.012
Se -0.350747 0.052078 -3.368358 0.052 -0.090 0.235
Se 1.916333 -0.275178 -3.902698 0.376 -0.035 -0.600
Te 2.819434 0.403201 -1.594468 1.045 0.470 -0.591
Se 4.566148 -1.245161 -1.126483 0.146 -0.282 0.148
```
Forces are in eV/Å.